Computed, not measured: a cluster of 14 separate species, C34H50N18O3PS in total at a distorted geometry, with ωB97M-V with the def2-TZVPD basis set.

Each atom is followed by the atoms it is bonded to, with distances in Å.
Positions of all 107 atoms, in Å:
1 C 1.082 0.719 -0.518  C2 1.673, H16 1.194, H17 1.174, H18 1.173
2 C 1.446 1.531 0.898  C1 1.673, C3 1.673, N12 1.499
3 C 2.551 0.891 1.979  C2 1.673, P4 1.906, C8 1.639
4 P 3.443 -0.781 1.776  C3 1.906, N5 1.651, O6 1.741, O7 1.775
5 N 5.068 -0.510 1.891  P4 1.651, H19 1.044
6 O 3.202 -1.578 0.248  P4 1.741, H20 1.022
7 O 2.906 -1.846 3.092  P4 1.775, H21 1.021
8 C 2.765 1.879 3.268  C3 1.639, S9 1.893, C10 1.627
9 S 3.996 1.373 4.615  C8 1.893, H22 1.403, N74 1.919
10 C 1.976 3.296 3.400  C8 1.627, N11 1.481, H23 1.191
11 N 1.004 3.676 2.348  C10 1.481, N12 1.353
12 N 0.837 2.843 1.295  C2 1.499, N11 1.353, O13 1.377
13 O -0.094 3.291 0.386  N12 1.377, C14 1.498
14 C -1.406 2.673 0.760  O13 1.498, N15 1.317
15 N -2.577 2.150 1.061  C14 1.317
16 H 2.071 0.361 -1.083  C1 1.194
17 H 0.369 -0.170 -0.237  C1 1.174
18 H 0.505 1.387 -1.291  C1 1.173
19 H 5.258 0.509 2.012  N5 1.044
20 H 3.807 -1.162 -0.462  O6 1.022
21 H 2.695 -1.177 3.834  O7 1.021
22 H 3.343 1.077 5.821  S9 1.403
23 H 2.131 4.033 4.322  C10 1.191
24 C -3.189 3.998 -2.322  C25 1.520, H27 1.093, H28 1.094, H29 1.093
25 C -2.516 2.736 -2.836  C24 1.520, N26 1.261
26 N -1.958 1.689 -3.263  C25 1.261
27 H -4.191 4.088 -2.751  C24 1.093
28 H -3.270 3.959 -1.232  C24 1.094
29 H -2.601 4.876 -2.604  C24 1.093
30 C -0.189 -0.913 -5.808  C31 1.520, H33 1.093, H34 1.094, H35 1.093
31 C 0.317 -1.090 -4.386  C30 1.520, N32 1.261
32 N 0.737 -1.237 -3.206  C31 1.261
33 H -1.271 -1.064 -5.840  C30 1.093
34 H 0.040 0.096 -6.163  C30 1.094
35 H 0.292 -1.640 -6.468  C30 1.093
36 C 1.239 -4.419 -2.076  C37 1.520, H39 1.093, H40 1.094, H41 1.093
37 C 1.169 -5.512 -3.130  C36 1.520, N38 1.261
38 N 1.111 -6.418 -4.004  C37 1.261
39 H 2.219 -3.934 -2.106  C36 1.093
40 H 0.465 -3.670 -2.264  C36 1.094
41 H 1.085 -4.848 -1.082  C36 1.093
42 C 1.931 -1.975 7.446  C43 1.520, H45 1.093, H46 1.094, H47 1.093
43 C 1.572 -1.163 6.212  C42 1.520, N44 1.261
44 N 1.275 -0.490 5.188  C43 1.261
45 H 1.142 -2.701 7.657  C42 1.093
46 H 2.871 -2.508 7.281  C42 1.094
47 H 2.045 -1.312 8.308  C42 1.093
48 C -6.402 1.281 -0.285  C49 1.520, H51 1.093, H52 1.094, H53 1.093
49 C -6.211 2.108 -1.545  C48 1.520, N50 1.261
50 N -6.053 2.795 -2.591  C49 1.261
51 H -5.575 1.460 0.408  C48 1.093
52 H -7.342 1.556 0.203  C48 1.094
53 H -6.430 0.217 -0.538  C48 1.093
54 C 2.423 3.070 -4.068  C55 1.520, H57 1.093, H58 1.094, H59 1.093
55 C 2.929 2.893 -2.645  C54 1.520, N56 1.261
56 N 3.349 2.746 -1.465  C55 1.261
57 H 1.340 2.919 -4.100  C54 1.093
58 H 2.652 4.079 -4.422  C54 1.094
59 H 2.904 2.343 -4.728  C54 1.093
60 C 2.980 -5.126 2.513  C61 1.520, H63 1.093, H64 1.094, H65 1.093
61 C 1.630 -5.528 1.940  C60 1.520, N62 1.261
62 N 0.511 -5.861 1.465  C61 1.261
63 H 3.116 -5.579 3.498  C60 1.093
64 H 3.781 -5.465 1.851  C60 1.094
65 H 3.035 -4.038 2.610  C60 1.093
66 C -9.127 -1.388 -1.238  C67 1.520, H69 1.093, H70 1.094, H71 1.093
67 C -9.403 -0.854 0.158  C66 1.520, N68 1.261
68 N -9.632 -0.412 1.316  C67 1.261
69 H -8.982 -0.557 -1.933  C66 1.093
70 H -8.225 -2.007 -1.230  C66 1.094
71 H -9.971 -1.994 -1.579  C66 1.093
72 C 7.812 3.778 3.324  C73 1.520, H75 1.093, H76 1.094, H77 1.093
73 C 6.544 3.063 3.759  C72 1.520, N74 1.261
74 N 5.491 2.469 4.120  S9 1.919, C73 1.261
75 H 7.974 3.632 2.253  C72 1.093
76 H 7.724 4.849 3.528  C72 1.094
77 H 8.671 3.381 3.872  C72 1.093
78 C -10.496 -1.143 -5.203  C79 1.520, H81 1.093, H82 1.094, H83 1.093
79 C -10.581 -2.430 -4.399  C78 1.520, N80 1.261
80 N -10.651 -3.497 -3.732  C79 1.261
81 H -9.551 -0.634 -4.995  C78 1.093
82 H -10.552 -1.367 -6.272  C78 1.094
83 H -11.324 -0.480 -4.935  C78 1.093
84 C -4.587 -1.091 -7.477  C85 1.520, H87 1.093, H88 1.094, H89 1.093
85 C -3.242 -1.748 -7.212  C84 1.520, N86 1.261
86 N -2.127 -2.293 -6.992  C85 1.261
87 H -4.481 -0.320 -8.245  C84 1.093
88 H -5.306 -1.840 -7.822  C84 1.094
89 H -4.965 -0.631 -6.560  C84 1.093
90 C -0.921 -8.111 -0.840  C91 1.520, H93 1.093, H94 1.094, H95 1.093
91 C -2.088 -8.790 -0.142  C90 1.520, N92 1.261
92 N -3.057 -9.353 0.437  C91 1.261
93 H -0.405 -7.446 -0.141  C90 1.093
94 H -0.216 -8.863 -1.203  C90 1.094
95 H -1.284 -7.523 -1.687  C90 1.093
96 C 10.472 7.150 1.347  C97 1.520, H99 1.093, H100 1.094, H101 1.093
97 C 10.388 5.863 2.151  C96 1.520, N98 1.261
98 N 10.317 4.796 2.819  C97 1.261
99 H 11.417 7.659 1.556  C96 1.093
100 H 10.417 6.926 0.278  C96 1.094
101 H 9.644 7.813 1.615  C96 1.093
102 C 0.358 2.981 7.115  C103 1.520, H105 1.093, H106 1.094, H107 1.093
103 C 1.703 2.324 7.380  C102 1.520, N104 1.261
104 N 2.819 1.780 7.600  C103 1.261
105 H 0.465 3.753 6.347  C102 1.093
106 H -0.360 2.233 6.769  C102 1.094
107 H -0.019 3.441 8.032  C102 1.093

Its spin multiplicity is 1. The HOMO-LUMO gap comes out at 5.266 eV. For the HOMO energy, the calculation gives -9.868 eV. The value obtained for the total energy is -3275.17743 a.u. The LUMO energy comes out at -4.6 eV. As for the net charge: +1.

Atom charges from the Löwdin analysis, given in e for atoms 1 to 5: -0.0770 0.0008 -0.1314 0.7185 -0.1993